(1)
The following is a quantum chemistry calculation of a single C15H19N3O4S3 molecule at a distorted geometry, from the OMol25 dataset.

```
! wB97M-V def2-TZVPD RIJCOSX def2/J DEFGRID3
* xyz 0 1
C -3.49276 -3.57101 4.12142
C -2.73607 -2.45792 3.46641
C -2.19779 -2.62339 2.19356
C -1.51662 -1.58995 1.57559
C -1.37563 -0.38463 2.23441
S -0.44931 0.93124 1.47211
O -0.81024 2.18327 2.06560
O -0.55429 0.79446 0.04223
N 1.09754 0.51705 1.98556
C 1.90739 1.59570 2.50171
C 2.71411 2.29353 1.40123
O 1.88327 2.66629 0.30928
C 1.84819 1.80562 -0.73564
O 2.41778 0.74344 -0.76264
N 1.13886 2.35925 -1.75025
C 1.06630 1.84635 -3.03752
S 1.43559 2.90755 -4.39688
C 1.22877 1.57139 -5.51900
S 1.37895 1.69059 -7.14678
N 0.93222 0.44442 -4.82613
C 0.73964 -0.81601 -5.49574
C 0.82043 0.58563 -3.45665
C 0.43332 -0.56627 -2.60194
C -1.90110 -0.19592 3.49694
C -2.58196 -1.23308 4.10904
H -3.42798 -3.50135 5.20418
H -3.11383 -4.53900 3.80343
H -4.54527 -3.51433 3.84295
H -2.31480 -3.56918 1.68529
H -1.10167 -1.69774 0.58605
H 1.57429 -0.02147 1.27331
H 2.59046 1.20664 3.26257
H 1.20985 2.30086 2.95704
H 3.15657 3.21814 1.77753
H 3.49820 1.62250 1.03075
H 0.72451 3.26260 -1.56930
H -0.31239 -1.10692 -5.47868
H 1.05398 -0.69519 -6.53226
H 1.34068 -1.58812 -5.01696
H 1.30128 -1.18931 -2.38879
H -0.32873 -1.16809 -3.09146
H 0.04484 -0.18749 -1.66040
H -1.77741 0.76315 3.97350
H -2.99919 -1.09330 5.09532
*
```

Summary:
- Lowest unoccupied orbital energy: 0.526 eV
- F_max: 1.04 eV Å⁻¹
- E_tot: -61029.92213 eV
- Energy relative to the best compared isomer or geometry (same formula, charge and spin): 0.4 kcal per mole
- Gap between HOMO and LUMO: 7.97 eV

***

(2)
The following is a quantum chemistry calculation of 2 unconnected molecules or ions with the total composition C24H25N3O2P at a distorted geometry, from the OMol25 dataset.

```
! wB97M-V def2-TZVPD RIJCOSX def2/J DEFGRID3
* xyz 1 1
C 4.03774 7.41772 -1.69150
C 4.30093 6.04381 -1.97727
N 4.05483 4.52055 -2.00518
C 2.98888 4.04236 -2.96932
C 3.05566 2.43464 -2.65584
C 2.09647 1.37705 -3.46555
C 0.49934 1.47584 -3.10882
C 0.15051 2.15894 -1.65956
C -1.50450 2.36002 -1.53181
C 0.72442 1.33115 -0.35576
N 4.06996 2.09290 -1.57723
P 4.43831 0.45414 -0.88553
N 5.90749 0.37925 -0.19352
C 4.72127 3.43189 -1.19256
H 3.79098 8.54171 -1.37478
H 2.30667 4.62948 -3.73644
H 2.21139 1.64880 -4.62232
H 2.49026 0.28624 -3.24987
H -0.02455 2.15577 -3.93610
H 0.00564 0.39848 -3.24193
H 0.59212 3.26797 -1.64557
H -1.67275 3.27404 -0.80251
H -2.02008 1.41018 -1.08202
H -1.93106 2.68802 -2.58249
H 1.59521 1.97671 0.13648
H 1.16629 0.26120 -0.63419
H -0.11379 1.15798 0.46655
H 3.41371 0.22699 0.13054
H 4.35818 -0.56017 -1.90966
H 6.38492 1.30912 -0.30326
H 5.58750 3.60553 -0.40649
C -2.51217 -1.77306 5.73504
C -3.40236 -2.82456 5.95161
C -3.77842 -3.65074 4.89128
C -3.27195 -3.41731 3.60696
C -2.40118 -2.35103 3.38571
C -2.01113 -1.53377 4.45465
C -1.89972 -2.06527 2.02595
O -1.13198 -1.13097 1.83135
C -2.34349 -2.91577 0.90354
C -1.92173 -2.62097 -0.39955
C -2.32600 -3.42816 -1.46508
C -3.14257 -4.53439 -1.23200
C -3.56878 -4.82715 0.06434
C -3.17611 -4.01012 1.13280
C -3.66128 -4.30724 2.49503
O -4.38274 -5.27659 2.70008
H -2.21188 -1.13479 6.56315
H -3.80273 -3.00323 6.94708
H -4.46972 -4.47291 5.06885
H -1.32098 -0.70776 4.29207
H -1.28153 -1.76098 -0.58969
H -2.00161 -3.19438 -2.47680
H -3.45173 -5.16755 -2.06083
H -4.21017 -5.68962 0.23797
*
```

Summary:
- Lowest unoccupied orbital energy: -4.734 eV
- F_max: 10.35 eV Å⁻¹
- E_tot: -43128.53912 eV
- Gap between HOMO and LUMO: 6.58 eV

***

(3)
The following is a quantum chemistry calculation of 3 unconnected molecules or ions with the total composition C28H27ClN4O4 at a distorted geometry, from the OMol25 dataset.

```
! wB97M-V def2-TZVPD RIJCOSX def2/J DEFGRID3
* xyz 0 1
C 7.52677 -2.51344 0.43287
C 7.28912 -2.29394 -0.71123
C 6.96343 -1.96143 -2.08551
C 5.50498 -1.46719 -2.24328
C 5.42382 -0.02872 -2.78335
C 4.49749 0.83961 -1.98340
C 5.02854 1.89870 -1.21279
N 4.30547 2.71536 -0.49730
C 2.95673 2.47469 -0.53330
C 2.08873 3.31814 0.17975
C 0.74492 3.10953 0.17627
C 0.21263 2.02003 -0.54518
C 1.02353 1.18624 -1.25169
C 0.41134 0.03842 -2.00312
C 0.92227 -1.34736 -1.56007
C -0.23489 -2.35155 -1.52380
Cl 0.12026 -3.82712 -2.49115
C 2.41713 1.40954 -1.26391
N 3.21621 0.58226 -2.00807
H 7.61716 -2.72237 1.46508
H 7.67701 -1.21484 -2.42350
H 7.14375 -2.84461 -2.69184
H 4.98357 -1.57497 -1.30280
H 5.05553 -2.11331 -2.98661
H 6.40127 0.44316 -2.76141
H 5.09049 0.00996 -3.81633
H 6.10070 2.04011 -1.20876
H 2.51200 4.14140 0.73203
H 0.10105 3.77298 0.72667
H -0.85032 1.85334 -0.52119
H 0.50660 0.16886 -3.07701
H -0.65535 0.06001 -1.80512
H 1.63650 -1.71789 -2.28068
H 1.35733 -1.27950 -0.56993
H -0.47900 -2.63338 -0.50826
H -1.14126 -1.94022 -1.94880
O -3.43456 1.33357 -1.97442
N -3.55377 1.32526 -0.76607
O -3.06116 0.49137 -0.03065
C -4.33626 2.40145 -0.14229
C -4.92630 3.35709 -0.94887
C -5.67557 4.35939 -0.35550
C -5.82290 4.39415 1.02526
C -5.21758 3.42841 1.81857
C -4.46720 2.42136 1.23451
H -4.80744 3.32442 -2.02157
H -6.14701 5.11279 -0.97102
H -6.41315 5.17602 1.48456
H -5.33245 3.45697 2.89306
H -3.99777 1.66523 1.84640
O -3.71577 -0.55976 5.24314
N -4.21589 -0.97512 4.21799
O -5.15123 -0.45270 3.64386
C -3.63916 -2.18934 3.61907
C -2.58482 -2.81730 4.25625
C -2.04772 -3.96186 3.68928
C -2.56774 -4.45905 2.50128
C -3.62511 -3.81328 1.87537
C -4.16903 -2.66932 2.43635
H -2.18272 -2.42225 5.17710
H -1.22190 -4.46437 4.17324
H -2.14635 -5.35278 2.06004
H -4.02467 -4.19962 0.94808
H -4.99032 -2.16123 1.95369
*
```

Summary:
- Lowest unoccupied orbital energy: -0.656 eV
- F_max: 1.05 eV Å⁻¹
- E_tot: -56139.91806 eV
- Gap between HOMO and LUMO: 8.14 eV

***

(4)
The following is a quantum chemistry calculation of 4 unconnected molecules or ions with the total composition C32H68N5O4P at a distorted geometry, from the OMol25 dataset.

```
! wB97M-V def2-TZVPD RIJCOSX def2/J DEFGRID3
* xyz 1 4
C -0.68713 -0.01054 -5.49122
N 0.20592 0.04723 -4.31738
C 1.56782 -0.32230 -4.64950
P 2.55066 -0.42509 -3.11286
N 2.20915 0.81780 -2.00384
C 0.97546 0.59351 -1.18873
C 2.32467 2.05473 -2.67479
C 1.69725 3.31112 -2.11567
O 2.97086 2.07530 -3.70106
H -0.30968 0.61607 -6.30545
H -1.66422 0.35668 -5.18067
H -0.78430 -1.04511 -5.81161
H 0.22252 1.00719 -3.99201
H 2.06993 0.41925 -5.28504
H 1.58278 -1.27838 -5.17646
H 3.91768 -0.33671 -3.39434
H 2.26801 -1.61312 -2.42817
H 1.00791 -0.41794 -0.78845
H 0.06810 0.68879 -1.78403
H 0.92079 1.31070 -0.37389
H 0.89540 3.65510 -2.76615
H 1.36468 3.20574 -1.08710
H 2.48245 4.06410 -2.16093
C 0.01434 4.45418 4.71968
C 0.01724 3.62110 3.41198
C -0.85033 2.36704 3.56206
C -0.22163 1.28296 4.43329
C 1.18715 0.94729 3.95005
C 2.08515 2.18115 3.84121
N 1.41544 3.24502 3.03550
O 1.48352 2.97445 1.77046
C 2.43685 2.69198 5.25040
C 3.41528 1.80474 3.19946
C -0.58803 4.51016 2.32700
H -0.66176 5.30371 4.63816
H -0.30737 3.87626 5.58607
H 0.99754 4.86870 4.93508
H -1.04467 1.94685 2.56865
H -1.81994 2.65896 3.97034
H -0.20157 1.59488 5.48024
H -0.84145 0.38481 4.39843
H 1.65193 0.22782 4.62705
H 1.12331 0.45688 2.97122
H 2.99434 3.62779 5.19563
H 3.06624 1.96119 5.75745
H 1.57010 2.84841 5.88749
H 3.29206 1.33149 2.22475
H 3.93608 1.09482 3.84183
H 4.05770 2.67795 3.07638
H 0.02889 5.39238 2.14999
H -1.57360 4.84257 2.65063
H -0.71592 3.98298 1.38234
C 2.49978 -4.91980 0.74552
C 2.27494 -3.73629 1.72213
C 2.15706 -2.41451 0.95671
C 3.48854 -1.90531 0.40774
C 4.54421 -1.83852 1.50552
C 4.71293 -3.15963 2.25397
N 3.38446 -3.66142 2.71839
O 3.00382 -3.02660 3.78161
C 5.40983 -4.19246 1.34886
C 5.63819 -2.95829 3.45071
C 0.95493 -4.00414 2.44225
H 1.57439 -5.46981 0.58063
H 2.85656 -4.59824 -0.23473
H 3.21314 -5.63842 1.14378
H 1.74366 -1.65111 1.62510
H 1.43238 -2.54163 0.14481
H 3.83869 -2.53992 -0.41510
H 3.35100 -0.90183 -0.01411
H 5.50154 -1.53951 1.07379
H 4.26456 -1.05107 2.21279
H 5.44705 -5.16821 1.83376
H 6.43621 -3.87947 1.15825
H 4.93721 -4.31438 0.37599
H 5.29296 -2.16309 4.10886
H 6.63248 -2.68641 3.09729
H 5.72404 -3.87394 4.03624
H 1.01352 -4.91102 3.04444
H 0.16534 -4.13614 1.70184
H 0.66309 -3.17967 3.09069
C -4.54145 -1.49438 -1.57122
C -4.21761 -0.17761 -2.32347
C -4.82971 1.02392 -1.59673
C -6.34443 1.12695 -1.75761
C -6.73409 1.09060 -3.23504
C -6.17141 -0.12761 -3.97037
N -4.70093 -0.24511 -3.73248
O -4.03768 0.57498 -4.48792
C -6.90654 -1.40031 -3.51251
C -6.43825 0.00078 -5.46780
C -2.70117 -0.03382 -2.33285
H -3.68893 -1.82575 -0.97859
H -5.38115 -1.38982 -0.88479
H -4.76656 -2.30638 -2.26046
H -4.37703 1.94390 -1.98167
H -4.56687 0.96655 -0.53763
H -6.84666 0.32725 -1.20720
H -6.69088 2.06205 -1.31420
H -7.82088 1.09244 -3.33411
H -6.37544 2.00423 -3.71941
H -6.45211 -2.28994 -3.95093
H -7.94346 -1.36223 -3.84430
H -6.93246 -1.52711 -2.43255
H -6.05022 0.93157 -5.87711
H -7.51294 -0.01398 -5.64444
H -5.99236 -0.82881 -6.01836
H -2.23526 -0.84445 -2.89719
H -2.31874 -0.06473 -1.31114
H -2.38484 0.91500 -2.76907
*
```

Summary:
- Lowest unoccupied orbital energy (alpha / beta): -2.480 / -2.480 eV
- F_max: 2.07 eV Å⁻¹
- E_tot: -59205.35912 eV
- Gap between HOMO and LUMO (alpha / beta): 8.01 / 8.97 eV